(one)
Computed, not measured: a cluster of 11 separate species, C14H51N21O11 in total, with the ωB97M-V functional and the def2-TZVPD basis.

Each line ends with the Mulliken charge.
Element x y z (Å)
C -36.21 -31.03 7.05  -0.280
O -36.75 -31.19 5.68  -0.118
C -38.17 -31.37 5.63  -0.952
C -38.93 -31.28 4.30  0.841
C -40.40 -31.62 4.19  -1.668
N -38.20 -32.01 3.33  -0.773
H -36.60 -31.72 7.79  0.331
H -36.50 -30.00 7.29  0.323
H -35.13 -31.07 6.97  -0.280
H -38.45 -32.29 6.14  0.383
H -38.57 -30.57 6.25  0.386
H -38.84 -30.23 4.04  0.212
H -40.65 -32.63 3.87  0.426
H -40.89 -31.09 3.37  0.393
H -41.03 -31.46 5.07  0.362
H -38.57 -31.76 2.42  0.277
H -37.28 -31.60 3.28  0.051
N -35.03 -28.76 9.38  -0.241
C -34.37 -28.25 8.42  0.519
N -33.17 -28.77 8.17  -0.043
O -34.65 -27.29 7.69  -0.774
H -34.81 -29.70 9.67  0.278
H -35.97 -28.50 9.65  0.277
H -32.73 -28.30 7.40  -0.109
H -32.96 -29.59 8.73  0.193
N -29.70 -37.42 6.56  -0.392
C -29.54 -36.39 7.23  0.635
N -30.63 -35.70 7.13  -0.093
O -28.53 -35.97 7.66  -0.701
H -28.95 -38.09 6.49  0.241
H -30.60 -37.72 6.21  0.145
H -30.72 -34.71 7.32  0.181
H -31.48 -36.20 6.89  0.188
N -27.88 -27.89 9.92  -0.359
C -27.50 -28.82 9.15  0.480
N -28.21 -28.78 8.08  -0.340
O -26.57 -29.52 9.35  -0.606
H -27.31 -27.79 10.74  0.209
H -28.54 -27.16 9.68  0.223
H -29.00 -28.19 7.85  0.159
H -27.90 -29.49 7.44  0.209
N -32.84 -26.69 4.65  -0.415
C -31.89 -27.58 4.70  0.576
N -30.85 -27.17 4.13  -0.388
O -32.04 -28.63 5.28  -0.611
H -33.59 -26.80 5.32  0.231
H -32.74 -25.79 4.22  0.154
H -30.06 -27.78 3.94  0.250
H -30.84 -26.23 3.76  0.132
N -33.67 -33.48 9.54  -0.330
C -34.21 -32.40 9.98  0.559
N -35.24 -32.71 10.74  -0.439
O -33.80 -31.28 9.75  -0.552
H -34.05 -34.39 9.76  0.177
H -33.02 -33.35 8.78  0.067
H -35.70 -32.03 11.33  0.246
H -35.38 -33.71 10.82  0.118
N -30.93 -33.45 2.69  -0.384
C -31.07 -33.88 3.87  0.794
N -29.95 -33.78 4.50  -0.207
O -32.18 -34.20 4.32  -0.679
H -31.62 -33.40 1.96  0.283
H -30.05 -33.13 2.29  0.124
H -29.11 -33.93 3.97  0.251
H -29.91 -33.97 5.49  -0.059
N -32.25 -31.73 6.45  0.621
C -31.21 -31.94 7.16  -0.116
N -30.56 -30.81 7.23  0.204
O -30.90 -32.99 7.54  -0.537
H -32.79 -32.54 6.18  0.194
H -32.59 -30.78 6.32  -0.220
H -31.08 -30.04 6.84  -0.176
H -29.84 -30.56 7.89  -0.180
N -28.26 -33.04 9.03  -0.073
C -26.99 -33.32 8.92  0.548
N -26.73 -34.59 8.63  -0.380
O -26.19 -32.41 9.13  -0.712
H -28.88 -33.79 8.76  0.062
H -28.69 -32.19 9.36  0.131
H -27.45 -35.11 8.15  0.426
H -25.85 -35.07 8.77  0.192
N -30.66 -29.29 10.82  -0.256
C -30.34 -30.55 10.80  0.616
N -31.09 -31.12 11.74  -0.384
O -29.33 -30.96 10.24  -0.697
H -30.09 -28.64 10.29  0.147
H -31.55 -29.03 11.21  0.152
H -32.04 -30.84 11.91  0.111
H -30.82 -31.98 12.21  0.230
N -34.84 -32.45 3.56  -0.157
C -34.67 -31.39 2.95  0.747
N -33.46 -30.96 3.07  -0.233
O -35.58 -30.79 2.33  -0.816
H -34.13 -32.67 4.25  -0.022
H -35.71 -32.95 3.67  0.306
H -32.66 -31.50 3.36  0.067
H -33.21 -30.06 2.68  0.117

The value obtained for the molecular weight is 689.7 Da. Its charge is 0. Its SMILES is COC[C@H](C)N.NC(N)=O.NC(N)=O.NC(N)=O.NC(N)=O.NC(N)=O.NC(N)=O.NC(N)=O.NC(N)=O.NC(N)=O.NC(N)=O. The calculation puts the LUMO energy at -0.05 eV. The frontier orbital gap is 7.1 eV.

---

(two)
Computed, not measured: a cluster of 11 separate species, C14H51N21O11 in total, with the ωB97M-V functional and the def2-TZVPD basis.

Each line ends with the Mulliken charge.
Element x y z (Å)
C 7.36 -1.39 3.98  -0.650
O 6.20 -1.31 3.09  -0.314
C 5.88 -2.47 2.20  -0.634
C 6.89 -2.78 1.04  0.563
C 6.72 -1.86 -0.18  -1.316
N 6.66 -4.11 0.51  -0.657
H 7.68 -0.40 4.31  0.231
H 8.15 -1.80 3.35  0.284
H 7.17 -2.07 4.81  0.258
H 5.82 -3.36 2.83  0.344
H 4.88 -2.42 1.78  0.325
H 7.88 -2.57 1.44  0.140
H 5.67 -1.64 -0.41  0.262
H 7.16 -2.34 -1.05  0.373
H 7.30 -0.94 -0.08  0.328
H 7.48 -4.52 0.08  0.245
H 6.58 -4.84 1.20  0.224
N 6.10 4.15 1.84  -0.376
C 4.99 4.48 1.30  0.689
N 4.80 5.76 1.17  -0.399
O 4.13 3.66 1.15  -0.679
H 6.80 4.85 2.08  0.155
H 6.24 3.24 2.25  0.219
H 5.47 6.46 1.45  0.163
H 3.92 6.00 0.73  0.228
N -0.58 -0.05 0.06  -0.369
C -1.18 -0.49 -1.04  0.634
N -0.47 -0.42 -2.09  -0.393
O -2.32 -0.83 -1.07  -0.659
H 0.37 0.24 -0.13  0.143
H -1.06 0.10 0.93  0.219
H 0.53 -0.36 -1.98  0.181
H -0.87 -0.83 -2.92  0.244
N -0.20 5.73 -8.01  -0.402
C -0.79 4.60 -7.89  0.628
N -0.55 4.09 -6.74  -0.377
O -1.42 3.99 -8.76  -0.696
H 0.42 5.86 -7.23  0.204
H 0.06 5.91 -8.97  0.249
H -0.07 4.53 -5.97  0.175
H -0.98 3.18 -6.66  0.218
N 1.15 4.68 5.58  -0.387
C 1.17 5.57 6.53  0.677
N 2.28 6.21 6.61  -0.400
O 0.35 5.54 7.44  -0.662
H 0.44 3.97 5.69  0.221
H 1.94 4.53 4.96  0.154
H 2.93 6.16 5.84  0.175
H 2.54 6.48 7.55  0.222
N 3.17 -5.80 -2.89  -0.369
C 2.31 -6.77 -2.97  0.667
N 2.76 -7.75 -2.17  -0.428
O 1.35 -6.88 -3.71  -0.642
H 3.09 -5.19 -3.69  0.221
H 3.90 -5.87 -2.20  0.170
H 3.67 -7.74 -1.73  0.163
H 2.24 -8.62 -2.25  0.214
N -5.89 0.70 5.48  -0.451
C -4.65 0.46 5.15  0.619
N -4.18 -0.63 5.73  -0.414
O -4.05 1.28 4.53  -0.633
H -6.12 1.53 4.96  0.237
H -6.33 0.32 6.30  0.202
H -4.81 -1.33 6.11  0.208
H -3.27 -0.90 5.39  0.232
N -3.72 -5.87 2.61  -0.384
C -4.15 -6.19 3.80  0.663
N -5.33 -5.71 3.93  -0.390
O -3.56 -6.69 4.75  -0.666
H -2.75 -6.13 2.46  0.208
H -4.21 -5.36 1.89  0.173
H -5.69 -5.81 4.86  0.215
H -5.96 -5.43 3.19  0.179
N -7.58 -3.17 -1.39  -0.343
C -7.99 -2.71 -0.24  0.686
N -7.11 -2.00 0.44  -0.356
O -9.08 -2.98 0.29  -0.688
H -8.12 -3.75 -2.02  0.211
H -6.66 -2.91 -1.72  0.169
H -6.18 -1.75 0.11  0.135
H -7.31 -1.62 1.35  0.189
N -5.42 -0.81 -7.80  -0.407
C -4.50 -0.70 -6.84  0.601
N -5.18 -0.40 -5.79  -0.421
O -3.35 -0.74 -6.99  -0.573
H -6.39 -0.71 -7.53  0.183
H -5.06 -0.74 -8.74  0.217
H -4.71 -0.28 -4.91  0.214
H -6.03 0.13 -5.89  0.186
N -0.63 5.70 -0.97  -0.397
C -0.66 6.26 -2.14  0.666
N -1.89 6.68 -2.35  -0.399
O 0.35 6.45 -2.86  -0.682
H 0.12 5.05 -0.79  0.228
H -1.43 5.57 -0.36  0.177
H -1.95 7.08 -3.28  0.229
H -2.66 6.59 -1.70  0.179

The value obtained for the molecular weight is 689.7 Da. Its charge is 0. Its SMILES is COC[C@H](C)N.NC(N)=O.NC(N)=O.NC(N)=O.NC(N)=O.NC(N)=O.NC(N)=O.NC(N)=O.NC(N)=O.NC(N)=O.NC(N)=O. The calculation puts the LUMO energy at -0.04 eV. The frontier orbital gap is 9.4 eV.

---

Most stable of them? (one).

---

(one)
Computed, not measured: a cluster of 2 separate species, CH5N2O in total, with the ωB97M-V functional and the def2-TZVPD basis.

Each line ends with the Mulliken charge.
Element x y z (Å)
C 0.55 -1.11 0.32  -0.719
N -0.16 0.58 -1.02  -0.285
N 0.91 0.11 -0.47  -0.428
O -1.35 1.63 0.07  -0.872
H 0.81 -0.97 1.35  0.228
H -0.49 -1.08 0.33  0.359
H 0.88 -2.13 -0.14  0.258
H -1.31 1.58 1.04  0.188
H 0.16 1.40 -1.48  0.272

The value obtained for the molecular weight is 61.1 Da. Its charge is -1. The calculation puts the LUMO energy (alpha / beta) at 4.83 / 4.83 eV. The frontier orbital gap (alpha / beta) is 6.9 / 6.9 eV.

---

(two)
Computed, not measured: the ion CH5N2O with charge -1, with the ωB97M-V functional and the def2-TZVPD basis.

Each line ends with the Mulliken charge.
Element x y z (Å)
C -0.66 -0.90 -0.07  -0.724
N 0.42 0.00 -0.36  -0.103
N 0.14 1.35 0.12  -0.641
O 1.65 -0.48 0.43  -0.866
H -1.21 -0.79 0.79  0.417
H -1.24 -0.92 -1.10  0.199
H -0.23 -1.91 -0.16  0.246
H 0.86 1.51 0.91  0.286
H 0.26 2.15 -0.57  0.187

The value obtained for the molecular weight is 61.1 Da. Its charge is -1. Its SMILES is CN(N)[O-]. The calculation puts the LUMO energy at 5.01 eV. The frontier orbital gap is 6.7 eV.

---

Most stable of them? (one).

---

(one)
Computed, not measured: a cluster of 2 separate species, C6H8O3 in total, with the ωB97M-V functional and the def2-TZVPD basis.

Each line ends with the Mulliken charge.
Element x y z (Å)
C 1.05 -0.07 0.20  0.795
C -2.44 0.23 -0.43  -0.232
C 1.51 0.87 -0.87  -1.303
C 0.97 0.40 1.63  -1.298
C 0.85 -1.36 -0.10  0.400
C -1.47 -1.17 -0.64  0.144
O -1.26 0.70 -0.17  -0.372
O 1.01 -2.52 -0.25  -0.445
O -1.98 -2.20 -0.85  -0.330
H -3.10 -0.09 0.39  0.302
H -2.87 0.35 -1.43  0.306
H 1.13 0.59 -1.86  0.351
H 2.61 0.86 -0.92  0.348
H 1.15 1.88 -0.67  0.318
H 0.27 -0.20 2.22  0.343
H 1.96 0.31 2.09  0.353
H 0.62 1.43 1.67  0.320

The value obtained for the molecular weight is 128.1 Da. Its charge is 0. The calculation puts the LUMO energy (alpha / beta) at -0.89 / -0.60 eV. The frontier orbital gap (alpha / beta) is 7.2 / 7.3 eV.

---

(two)
Computed, not measured: a structure of composition C6H8O3, with the ωB97M-V functional and the def2-TZVPD basis.

Each line ends with the Mulliken charge.
Element x y z (Å)
C -0.34 0.10 -0.53  1.372
C 1.46 -0.52 1.50  -0.434
C -1.86 0.12 -0.44  -1.532
C 0.35 1.46 -0.49  -1.711
C 0.16 -0.75 -1.49  0.188
C 0.26 -1.06 0.88  0.679
O 1.80 -1.30 0.34  -0.536
O 0.51 -1.53 -2.23  -0.264
O -0.56 -1.91 1.13  -0.615
H 1.70 -0.98 2.46  0.296
H 1.72 0.54 1.48  0.204
H -2.31 0.65 -1.28  0.397
H -2.27 -0.89 -0.38  0.374
H -2.13 0.65 0.48  0.364
H -0.02 2.10 -1.29  0.405
H 1.43 1.38 -0.58  0.439
H 0.11 1.94 0.46  0.372

The value obtained for the molecular weight is 128.1 Da. Its charge is 0. The calculation puts the LUMO energy at 0.26 eV. The frontier orbital gap is 9.1 eV.

---

(three)
Computed, not measured: a structure of composition C6H8O3, with the ωB97M-V functional and the def2-TZVPD basis.

Each line ends with the Mulliken charge.
Element x y z (Å)
C -2.26 -0.29 -0.07  0.413
C -0.86 -0.37 0.47  0.045
C -0.28 0.98 0.92  -0.566
C 0.17 -0.21 -0.66  0.239
C 1.49 -0.92 -0.43  -0.612
C 2.64 -0.30 -0.12  -0.779
H -1.72 1.33 -0.88  0.412
H -0.85 -1.19 1.18  0.469
H 0.54 0.92 1.64  0.297
H -0.99 1.76 1.25  0.294
H -0.16 -0.42 -1.68  0.513
H 1.43 -2.00 -0.52  0.345
H 2.68 0.77 -0.02  0.267
H 3.53 -0.88 0.05  0.285
O -2.50 0.74 -0.89  -0.521
O -3.09 -1.14 0.15  -0.567
O 0.22 1.22 -0.41  -0.534

The value obtained for the molecular weight is 128.1 Da. Its charge is 0. The calculation puts the LUMO energy at 0.77 eV. The frontier orbital gap is 11.0 eV.

---

(four)
Computed, not measured: the molecule C6H8O3, with the ωB97M-V functional and the def2-TZVPD basis.

Each line ends with the Mulliken charge.
Element x y z (Å)
C -0.89 1.66 1.49  -1.090
C -0.24 0.64 0.92  0.185
C 1.26 0.49 0.39  0.878
O 2.18 0.13 1.13  -0.561
O 1.51 1.43 -0.60  -0.514
C -0.71 -0.61 0.40  0.619
O -1.88 -1.19 0.67  -0.501
C 0.27 -1.23 -0.40  -0.498
C 0.24 -1.22 -1.90  -1.114
H -1.93 1.57 1.77  0.219
H -0.36 2.53 1.86  0.306
H 1.49 2.36 -0.32  0.338
H -2.31 -0.72 1.41  0.311
H 0.61 -2.17 0.02  0.422
H -0.05 -0.24 -2.28  0.309
H 1.24 -1.45 -2.27  0.330
H -0.44 -1.98 -2.30  0.360

The value obtained for the molecular weight is 128.1 Da. Its charge is 0. Its SMILES is C=C(C(=O)O)/C(O)=C/C. The calculation puts the LUMO energy (alpha / beta) at -1.38 / -0.39 eV. The frontier orbital gap (alpha / beta) is 5.9 / 8.4 eV.

---

Most stable of them? (three).

---

(one)
Computed, not measured: the molecule C3H6INOS, with the ωB97M-V functional and the def2-TZVPD basis.

Each line ends with the Mulliken charge.
Element x y z (Å)
C -1.03 -0.42 -0.71  -0.542
C 1.08 0.04 0.50  -0.566
C 0.33 0.13 -0.87  0.142
N -1.00 -0.27 1.44  -0.401
O 0.16 0.42 1.48  -0.167
S 0.31 1.87 -1.46  -0.211
I -0.87 -2.23 2.10  0.051
H -1.87 0.23 -0.90  0.276
H -1.19 -1.47 -0.85  0.297
H 1.41 -0.99 0.66  0.256
H 1.93 0.72 0.56  0.365
H 0.91 -0.43 -1.60  0.350
H -0.18 2.39 -0.34  0.149

The value obtained for the molecular weight is 231.1 Da. Its charge is 0. The calculation puts the LUMO energy (alpha / beta) at -0.32 / -0.32 eV. The frontier orbital gap (alpha / beta) is 8.4 / 8.4 eV.

---

(two)
Computed, not measured: the molecule C3H6INOS, with the ωB97M-V functional and the def2-TZVPD basis.

Each line ends with the Mulliken charge.
Element x y z (Å)
C -0.08 -1.80 0.66  -1.068
C 0.75 -0.65 0.01  0.835
O 1.73 -0.76 -0.67  -0.576
N 0.21 0.68 0.15  -0.133
C 0.59 1.75 -0.64  -0.860
S -1.54 0.93 1.20  -0.082
I -3.09 0.27 -0.48  0.088
H -1.09 -1.77 0.39  0.235
H 0.13 -2.01 1.71  0.296
H 0.24 -2.71 0.22  0.357
H 1.00 2.64 0.03  0.223
H 1.34 1.38 -1.30  0.366
H -0.20 2.03 -1.29  0.319

The value obtained for the molecular weight is 231.1 Da. Its charge is 0. Its SMILES is CC(=O)N(C)SI. The calculation puts the LUMO energy at -0.97 eV. The frontier orbital gap is 8.4 eV.

---

Most stable of them? (two).

---

(one)
Computed, not measured: the ion C5H10N3O2 with charge +1, with the ωB97M-V functional and the def2-TZVPD basis.

Each line ends with the Mulliken charge.
Element x y z (Å)
C -1.30 1.68 -0.56  -1.258
C -0.55 0.84 0.40  -0.064
N 0.89 1.07 0.50  0.093
C 1.49 0.06 -0.06  0.125
N 2.96 -0.02 -0.10  0.949
O 3.43 -1.13 -0.25  -0.437
O 3.41 1.01 0.34  -0.529
C 0.69 -1.12 -0.40  -0.462
N -0.66 -0.60 -0.20  -0.014
C -1.75 -1.50 0.28  -0.934
H -1.33 1.22 -1.54  0.369
H -1.06 2.76 -0.63  0.381
H -2.40 1.64 -0.19  0.340
H -1.03 0.86 1.39  0.382
H 1.27 1.93 0.74  0.223
H 1.02 -1.56 -1.29  0.439
H 0.83 -1.91 0.36  0.390
H -1.56 -1.64 1.39  0.395
H -2.70 -1.12 0.11  0.293
H -1.63 -2.47 -0.29  0.319

The value obtained for the molecular weight is 144.2 Da. Its charge is +1. Its SMILES is C[C@@H]1[NH+]=C([N+](=O)[O-])CN1C. The calculation puts the LUMO energy at -6.53 eV. The frontier orbital gap is 6.8 eV.

---

(two)
Computed, not measured: the ion C5H10N3O2 with charge +1, with the ωB97M-V functional and the def2-TZVPD basis.

Each line ends with the Mulliken charge.
Element x y z (Å)
C -3.73 -1.05 -0.05  -0.610
O -3.11 0.18 -0.51  -0.154
N -2.02 0.70 -0.13  0.092
N -1.25 0.26 0.71  0.084
C -0.24 0.63 1.36  -0.052
N 0.99 0.39 1.06  -0.453
C 1.46 0.44 -0.18  1.031
C 0.73 1.10 -1.22  -1.346
O 2.60 0.00 -0.49  -0.264
C 3.57 -0.60 0.25  -0.633
H -3.71 -1.24 1.01  0.312
H -3.32 -1.99 -0.70  0.287
H -4.88 -1.06 -0.22  0.278
H -0.47 0.81 2.46  0.369
H 1.52 1.75 -1.79  0.329
H 0.43 0.46 -2.07  0.349
H -0.01 1.81 -0.99  0.503
H 3.81 -1.65 -0.21  0.254
H 3.21 -0.87 1.34  0.319
H 4.42 -0.07 0.37  0.308

The value obtained for the molecular weight is 144.2 Da. Its charge is +1. Its SMILES is CO/N=N/C=[N+]=C(C)OC. The calculation puts the LUMO energy at -4.82 eV. The frontier orbital gap is 9.4 eV.

---

Most stable of them? (one).